#1
Below is a cluster of 3 separate species, C4H10N2O in total, with properties calculated with ωB97M-V/def2-TZVPD.

Kohn-Sham gap (spin up / spin down) (eV): 7.5889 / 7.5839
HOMO (spin up / spin down) (eV): -6.959 / -6.955
LUMO (spin up / spin down) (Ha): 0.0231 / 0.0231

The geometry in ORCA input format:
```
! wB97M-V def2-TZVPD RIJCOSX def2/J DEFGRID3
* xyz 0 1
C 1.263 -0.022 -0.459
C 0.095 -0.408 1.291
C -0.962 -0.082 0.514
N 1.332 1.382 -0.617
N 1.078 -0.778 -1.636
C -1.841 0.106 -0.422
O -1.741 -0.558 2.428
H -1.763 0.263 2.942
H 2.114 -0.399 0.099
H 0.321 -0.454 -2.226
H 2.182 1.676 -1.090
H 0.532 1.773 -1.097
H 0.980 -1.772 -1.465
H 0.567 0.353 1.900
H 0.307 -1.452 1.479
H -2.894 0.149 -0.176
H -1.570 0.223 -1.467
*
```

---

#2
Below is a structure of composition C4H10N2O, with properties calculated with ωB97M-V/def2-TZVPD.

Kohn-Sham gap (eV): 3.5883
HOMO (eV): -7.896
LUMO (Ha): -0.1583

The geometry in ORCA input format:
```
! wB97M-V def2-TZVPD RIJCOSX def2/J DEFGRID3
* xyz 0 1
C 2.954 0.117 0.212
N 2.515 1.233 0.745
C -0.323 0.248 0.167
C -1.664 -0.399 0.170
C -2.025 -1.568 0.619
N -3.288 0.856 -1.246
O 2.308 -0.703 -0.463
H 4.046 -0.120 0.345
H 3.279 1.719 1.208
H 0.300 -0.430 0.784
H 0.179 0.242 -0.815
H -0.349 1.278 0.525
H -2.419 0.240 -0.530
H -3.032 -1.980 0.684
H -1.357 -2.240 1.152
H -3.305 1.219 -2.191
H -4.185 0.537 -0.903
*
```

---

Least stable of them? #2.

---

#1
Below is a cluster of 2 separate species, C4H10N2O in total, with properties calculated with ωB97M-V/def2-TZVPD.

Kohn-Sham gap (eV): 10.2814
HOMO (eV): -9.324
SMILES string: C=CCC.NN=O
LUMO (Ha): 0.0352

The geometry in ORCA input format:
```
! wB97M-V def2-TZVPD RIJCOSX def2/J DEFGRID3
* xyz 0 1
C -2.166 -1.026 -1.039
C -0.957 -1.562 -1.099
C 0.294 -0.874 -1.683
C 1.528 -1.238 -0.860
H -3.048 -1.640 -0.960
H -2.317 0.040 -1.111
H -0.861 -2.642 -1.111
H 0.140 0.205 -1.705
H 0.451 -1.217 -2.710
H 1.379 -0.962 0.181
H 2.414 -0.736 -1.243
H 1.702 -2.313 -0.903
N 0.257 3.176 3.131
N 0.036 2.525 2.016
O 0.534 1.397 1.928
H -0.205 4.062 3.266
H 0.818 2.806 3.901
*
```

---

#2
Below is a cluster of 2 separate species, C4H10N2O in total, with properties calculated with ωB97M-V/def2-TZVPD.

Kohn-Sham gap (eV): 9.6561
HOMO (eV): -8.990
SMILES string: C=CN=C.NCO
LUMO (Ha): 0.0245

The geometry in ORCA input format:
```
! wB97M-V def2-TZVPD RIJCOSX def2/J DEFGRID3
* xyz 0 1
C 1.283 -0.233 -0.397
C 1.444 -0.212 0.978
N 2.492 -0.773 1.676
C 2.845 -2.000 1.379
H 2.004 -0.823 -0.996
H 0.475 0.341 -0.863
H 0.832 0.375 1.634
H 3.557 -2.483 1.969
H 2.297 -2.514 0.587
N -2.554 -0.093 -0.472
C -2.412 1.345 -0.596
O -1.210 1.729 -1.280
H -2.457 -0.468 -1.436
H -1.760 -0.490 0.029
H -3.248 1.756 -1.197
H -2.386 1.849 0.375
H -1.200 2.694 -1.391
*
```

---

#3
Below is the molecule C4H10N2O, with properties calculated with ωB97M-V/def2-TZVPD.

Kohn-Sham gap (eV): 9.4810
HOMO (eV): -8.541
SMILES string: CN[C@@H](C)C(N)=O
LUMO (Ha): 0.0345

The geometry in ORCA input format:
```
! wB97M-V def2-TZVPD RIJCOSX def2/J DEFGRID3
* xyz 0 1
C 2.243 0.266 -0.580
N 1.066 -0.042 0.216
C -0.230 -0.029 -0.386
C -0.988 -1.374 -0.448
C -1.018 1.097 0.341
N -1.971 0.726 1.301
O -0.685 2.250 0.204
H 2.757 -0.641 -0.939
H 2.992 0.852 -0.041
H 1.964 0.818 -1.476
H 1.270 -0.798 0.850
H -0.198 0.386 -1.398
H -0.253 -2.163 -0.275
H -1.700 -1.450 0.362
H -1.370 -1.486 -1.452
H -2.220 1.584 1.785
H -1.658 0.004 1.935
*
```

---

#4
Below is a cluster of 2 separate species, C4H10N2O in total, with properties calculated with ωB97M-V/def2-TZVPD.

Kohn-Sham gap (eV): 8.3638
HOMO (eV): -7.499
LUMO (Ha): 0.0318

The geometry in ORCA input format:
```
! wB97M-V def2-TZVPD RIJCOSX def2/J DEFGRID3
* xyz 0 1
C 2.426 -0.450 0.000
C 1.348 -1.176 -0.067
C -1.711 -1.188 0.383
C -0.705 -0.229 -0.170
N 0.119 2.001 -0.103
N -0.509 0.941 0.587
O -0.824 -0.057 -1.533
H 3.417 -0.897 0.046
H 2.400 0.627 0.017
H 1.256 -2.246 -0.086
H -1.546 -1.356 1.443
H -2.716 -0.784 0.234
H -1.647 -2.131 -0.150
H -0.544 2.637 -0.552
H 0.676 2.532 0.564
H -1.295 1.195 1.184
H -0.146 0.581 -1.797
*
```

---

Least stable of them? #4.

---

#1
Below is the molecule C4H10N2O, with properties calculated with ωB97M-V/def2-TZVPD.

Kohn-Sham gap (eV): 9.0371
HOMO (eV): -7.951
SMILES string: CN[C@H]1O[C@@H]1NC
LUMO (Ha): 0.0399

The geometry in ORCA input format:
```
! wB97M-V def2-TZVPD RIJCOSX def2/J DEFGRID3
* xyz 0 1
C 0.887 2.432 -1.145
N -0.270 1.803 -0.544
C -0.702 0.124 -0.528
O 0.561 -0.448 -0.790
C 0.220 0.016 0.502
N -0.702 -1.358 1.007
C -0.127 -2.684 1.093
H 1.531 1.691 -1.630
H 1.479 2.967 -0.393
H 0.597 3.140 -1.931
H -1.104 2.381 -0.605
H -1.679 -0.036 -0.947
H 0.842 0.384 1.297
H -1.672 -1.287 1.296
H 0.535 -2.864 0.239
H -0.891 -3.469 1.092
H 0.496 -2.791 1.989
*
```

---

#2
Below is a structure of composition C4H10N2O, with properties calculated with ωB97M-V/def2-TZVPD.

Kohn-Sham gap (eV): 8.2295
HOMO (eV): -7.243
LUMO (Ha): 0.0363

The geometry in ORCA input format:
```
! wB97M-V def2-TZVPD RIJCOSX def2/J DEFGRID3
* xyz 0 1
C 1.609 1.326 -0.249
N 0.987 -1.432 0.646
C 0.011 -0.379 0.833
C 0.391 0.989 0.549
H 0.549 -2.346 0.699
H 1.451 -1.382 -0.256
H -0.590 -0.519 1.729
H 0.055 1.757 1.236
H 1.675 0.715 -1.153
H 2.506 1.122 0.348
H 1.610 2.374 -0.548
N -2.312 -0.730 -0.597
C -1.062 -0.120 -0.621
O -1.090 1.226 -0.574
H -2.372 -1.738 -0.628
H -3.021 -0.260 -0.054
H -0.397 -0.602 -1.359
*
```

---

Least stable of them? #1.

---

#1
Below is the molecule C4H10N2O, with properties calculated with ωB97M-V/def2-TZVPD.

Kohn-Sham gap (eV): 9.9608
HOMO (eV): -9.349
SMILES string: [H]/N=C(\N)CCCO
LUMO (Ha): 0.0225

The geometry in ORCA input format:
```
! wB97M-V def2-TZVPD RIJCOSX def2/J DEFGRID3
* xyz 0 1
H 2.434 0.027 -0.163
N 1.360 -0.287 -0.029
C 0.763 0.115 1.129
N 1.311 0.807 2.226
C -0.836 -0.067 1.107
C -1.156 -0.848 -0.342
C -1.268 -0.008 -1.578
O -0.134 0.106 -2.420
H 0.736 0.821 3.132
H 1.971 1.640 2.076
H -1.340 0.783 1.136
H -1.019 -0.714 2.083
H -2.172 -1.250 -0.178
H -0.295 -1.537 -0.480
H -1.946 -0.653 -2.301
H -1.643 1.010 -1.438
H 0.634 0.226 -1.771
*
```

---

#2
Below is a cluster of 2 separate species, C4H10N2O in total, with properties calculated with ωB97M-V/def2-TZVPD.

Kohn-Sham gap (eV): 10.4798
HOMO (eV): -9.497
SMILES string: [H]/N=C\CN.CC=O
LUMO (Ha): 0.0361

The geometry in ORCA input format:
```
! wB97M-V def2-TZVPD RIJCOSX def2/J DEFGRID3
* xyz 0 1
H -0.434 0.172 1.881
N -0.401 0.880 1.145
C 0.641 0.805 0.408
C 1.823 -0.111 0.613
N 2.900 0.011 -0.352
H 0.790 1.625 -0.297
H 2.235 0.073 1.610
H 1.449 -1.146 0.601
H 2.572 -0.208 -1.288
H 3.271 0.953 -0.363
C -2.684 -0.110 -0.595
C -1.403 -0.871 -0.468
O -1.197 -1.867 0.176
H -3.075 -0.211 -1.606
H -2.478 0.944 -0.414
H -3.408 -0.457 0.137
H -0.600 -0.481 -1.188
*
```

---

#3
Below is the molecule C4H10N2O, with properties calculated with ωB97M-V/def2-TZVPD.

Kohn-Sham gap (eV): 10.4370
HOMO (eV): -9.530
SMILES string: NCCCNC=O
LUMO (Ha): 0.0333

The geometry in ORCA input format:
```
! wB97M-V def2-TZVPD RIJCOSX def2/J DEFGRID3
* xyz 0 1
N 1.392 0.758 1.824
C 1.277 -0.443 0.970
C 0.967 -0.033 -0.469
C -0.366 0.661 -0.659
N -1.489 -0.232 -0.431
C -2.540 -0.404 -1.309
O -2.845 -1.449 -1.821
H 2.329 0.862 2.156
H 0.871 0.604 2.681
H 0.521 -1.101 1.394
H 2.251 -0.937 0.928
H 1.001 -0.860 -1.174
H 1.798 0.584 -0.812
H -0.449 1.578 -0.070
H -0.346 1.033 -1.691
H -1.232 -1.129 -0.041
H -3.141 0.507 -1.476
*
```

---

#4
Below is the molecule C4H10N2O, with properties calculated with ωB97M-V/def2-TZVPD.

Kohn-Sham gap (eV): 9.4535
HOMO (eV): -8.562
SMILES string: CNCCNC=O
LUMO (Ha): 0.0327

The geometry in ORCA input format:
```
! wB97M-V def2-TZVPD RIJCOSX def2/J DEFGRID3
* xyz 0 1
C 1.039 1.315 -1.866
N 0.780 0.777 -0.540
C 0.287 -0.572 -0.567
C 0.069 -1.197 0.814
N -1.213 -0.929 1.462
C -1.602 0.299 1.916
O -0.895 1.248 2.111
H 1.678 0.646 -2.459
H 0.094 1.471 -2.393
H 1.527 2.283 -1.794
H 1.586 0.915 0.050
H -0.640 -0.646 -1.141
H 0.998 -1.233 -1.097
H 0.837 -0.905 1.535
H 0.133 -2.282 0.701
H -1.996 -1.474 1.125
H -2.681 0.284 2.142
*
```

---

Least stable of them? #1.

---

#1
Below is a cluster of 2 separate species, C4H12NOS in total, with properties calculated with ωB97M-V/def2-TZVPD.

Kohn-Sham gap (eV): 6.1548
HOMO (eV): -2.681
LUMO (Ha): 0.1277

The geometry in ORCA input format:
```
! wB97M-V def2-TZVPD RIJCOSX def2/J DEFGRID3
* xyz -1 1
C -2.114 -0.587 0.913
N -0.831 -0.591 0.158
C 0.427 -0.021 0.542
C 1.145 0.473 -0.784
S 2.659 1.521 -0.526
C -2.104 -1.325 2.268
H -2.759 -1.127 0.211
H -2.390 0.487 0.891
H -1.064 -0.277 -0.773
H 0.376 0.833 1.256
H 1.138 -0.725 0.966
H 1.632 -0.397 -1.226
H 0.421 0.981 -1.448
H -1.330 -0.817 2.882
H -1.814 -2.345 2.057
H -3.085 -1.261 2.737
H 2.638 1.563 -2.905
H 3.985 1.841 -3.454
O 3.069 1.774 -3.766
*
```

---

#2
Below is a cluster of 2 separate species, C4H12NOS in total, with properties calculated with ωB97M-V/def2-TZVPD.

Kohn-Sham gap (eV): 6.3655
HOMO (eV): -2.644
LUMO (Ha): 0.1368

The geometry in ORCA input format:
```
! wB97M-V def2-TZVPD RIJCOSX def2/J DEFGRID3
* xyz -1 1
C -2.585 -0.108 -0.558
N -1.610 0.427 0.355
C -0.146 0.243 0.203
C 0.674 1.477 0.565
S 1.912 1.848 -0.731
C 0.316 -1.033 0.990
H -3.414 -0.558 0.002
H -2.112 -0.931 -1.111
H -3.009 0.671 -1.196
H -1.821 0.392 1.344
H -0.092 -0.060 -0.845
H 1.303 1.269 1.433
H -0.060 2.258 0.781
H -0.487 -1.771 0.893
H 1.213 -1.467 0.556
H 0.459 -0.779 2.038
H 2.695 0.024 -1.585
H 3.733 -1.053 -1.249
O 3.032 -0.849 -1.886
*
```

---

Least stable of them? #1.

---

#1
Below is a cluster of 2 separate species, C4H12NOS in total, with properties calculated with ωB97M-V/def2-TZVPD.

Kohn-Sham gap (eV): 5.8923
HOMO (eV): -2.365
LUMO (Ha): 0.1296

The geometry in ORCA input format:
```
! wB97M-V def2-TZVPD RIJCOSX def2/J DEFGRID3
* xyz -1 1
C -0.105 -1.527 0.798
N -0.643 -0.192 1.182
C -0.367 0.846 0.143
C -0.394 2.268 0.683
S 0.509 3.306 -0.559
C 1.476 -1.419 0.796
H -0.564 -1.945 -0.093
H -0.190 -2.056 1.748
H -1.649 -0.199 1.305
H 0.588 0.586 -0.290
H -1.112 0.738 -0.668
H -1.342 2.752 0.937
H 0.089 2.316 1.669
H 1.749 -0.410 1.093
H 1.826 -1.669 -0.206
H 1.934 -2.076 1.530
H -0.181 -0.939 -2.963
H -0.777 0.283 -3.532
O -0.848 -0.663 -3.573
*
```

---

#2
Below is a cluster of 2 separate species, C4H12NOS in total, with properties calculated with ωB97M-V/def2-TZVPD.

Kohn-Sham gap (eV): 5.6618
HOMO (eV): -2.378
LUMO (Ha): 0.1207

The geometry in ORCA input format:
```
! wB97M-V def2-TZVPD RIJCOSX def2/J DEFGRID3
* xyz -1 1
C 0.662 0.471 -0.817
C 1.657 -0.488 -0.035
S 3.264 -0.377 -0.926
C -0.864 0.351 -0.602
N -1.340 0.473 0.772
C -1.179 -0.819 1.546
H 0.972 1.553 -0.794
H 0.844 0.142 -1.954
H 1.252 -1.557 -0.204
H 1.703 -0.222 0.978
H -1.326 1.207 -1.049
H -1.235 -0.513 -1.127
H -0.861 1.268 1.217
H -2.098 -1.353 2.014
H -0.351 -0.742 2.359
H -0.871 -1.630 0.840
H -3.416 0.514 0.444
H -4.515 1.400 1.206
O -4.324 0.695 0.618
*
```

---

Least stable of them? #2.